Formula: C26H45F5N8O7PRbSSe
Source: OMol25
Level of theory: the ωB97M-V functional and the def2-TZVPD basis

Positions of all 95 atoms, in Å:
C1 3.57 3.21 -3.18
C2 0.30 1.88 -1.67
C3 -4.24 1.14 -0.30
H1 -2.70 3.12 -2.38
H2 0.63 2.77 -2.13
H3 3.62 -3.54 -0.96
H4 2.18 -4.44 -1.40
Rb1 1.68 0.13 0.98
C4 -0.97 -0.05 3.67
N1 -0.77 -0.53 2.45
N2 3.99 -0.17 -4.08
C5 0.07 -2.71 -4.11
C6 -3.72 0.86 -2.70
H5 2.14 -0.84 -5.07
O1 0.24 -3.09 -1.34
O2 0.28 -1.64 -3.26
O3 2.41 -2.74 -2.56
C7 0.71 1.14 4.97
H6 1.53 0.83 5.71
O4 4.52 -3.49 1.50
C8 2.40 1.30 -4.41
C9 -1.83 -1.06 1.70
S1 3.36 -2.64 1.74
C10 -0.40 4.93 3.18
H7 -4.04 1.83 -3.17
H8 -4.12 -3.55 2.27
H9 -4.27 -3.41 -0.25
Se1 6.12 1.15 -2.80
H10 -3.71 0.74 2.83
C11 -3.65 -2.74 0.33
H11 -2.31 2.00 5.63
P1 1.16 -1.90 -1.86
C12 4.69 -1.41 -4.12
C13 4.50 1.00 -3.62
H12 -0.70 -4.24 -0.11
H13 -3.41 0.57 5.65
C14 -3.49 -2.85 1.72
H14 1.04 -4.24 0.24
C15 2.71 -0.01 -4.59
C16 2.99 -3.89 -1.81
H15 0.54 -2.18 3.91
C17 -2.88 1.37 3.04
H16 -4.60 0.20 -2.78
H17 -1.84 3.54 -0.85
H18 -1.01 3.88 -2.36
F1 -1.53 3.85 1.47
H19 1.59 1.91 -4.77
H20 -2.92 0.39 -3.33
O5 3.72 -1.37 2.41
H21 0.21 -2.79 0.67
H22 3.31 3.17 -2.15
H23 -3.23 2.28 3.46
H24 1.17 1.62 4.15
H25 5.70 -1.22 -4.51
H26 2.87 3.87 -3.74
H27 0.86 -3.39 -4.00
F2 0.74 3.35 1.80
H28 -2.29 1.63 2.12
C18 0.21 -3.63 -0.09
C19 -1.96 -0.95 0.31
C20 1.02 -1.33 4.33
N3 0.09 -0.17 4.51
O6 2.66 -2.27 0.44
H29 -4.87 1.97 -0.56
N4 -1.16 1.89 -1.86
H30 -0.03 1.73 5.48
H31 -4.91 0.25 -0.29
F3 0.58 4.89 4.06
H32 1.82 -1.02 3.60
F4 -0.13 6.11 2.40
C21 -2.58 -2.02 2.40
H33 0.82 1.00 -2.03
C22 -2.82 -1.80 -0.37
H34 -0.90 -3.21 -3.87
H35 -2.52 -2.05 3.50
N5 -1.22 0.03 -0.40
H36 4.61 -1.88 -3.16
H37 -3.73 1.32 0.62
C23 -1.81 0.88 -1.15
H38 1.50 -1.60 5.29
H39 4.14 -2.10 -4.76
H40 0.50 2.01 -0.59
O7 2.37 -3.34 2.66
N6 3.54 1.89 -3.82
H41 -0.10 -2.33 -5.11
N7 -3.23 1.00 -1.37
H42 -1.74 0.35 6.02
H43 3.47 -4.53 -2.51
H44 4.60 3.44 -3.27
C24 -1.76 3.18 -1.86
C25 -0.54 3.57 2.54
H45 -2.81 -1.63 -1.45
F5 -1.56 5.26 3.79
N8 -2.04 0.68 4.01
C26 -2.41 0.93 5.37

Its electronic energy is -153659.113 eV. For the HOMO energy, the calculation gives -1.99 eV. Its energy above the lowest of the compared OMol25 structures with the same formula, charge and spin is 0.0 kJ/mol. The value obtained for the HOMO-LUMO gap is 5.61 eV. For the LUMO energy, the calculation gives 3.6 eV. As for the total charge: -2. Its spin multiplicity is 1.

Quick look at the Löwdin charges, all values in e: -0.0396, -0.0786, -0.0258, 0.0560, 0.0511, 0.0729, 0.0539, 0.8032, -0.4374, 0.0875, -0.1356, -0.1948, -0.1137, 0.1335, -0.3374, -0.3732, -0.3914, -0.0063, 0.1051, -0.3999, -0.0481, -0.2524, 0.2186, -0.5999, 0.0733, 0.0801, 0.0754, 0.5768, 0.0715, -0.0962, 0.0931, 0.8604, -0.0726, -0.8012, 0.0933, 0.0814, -0.1030, 0.0700, -0.0432, -0.0749, 0.0589, -0.0565, 0.0756, 0.0791, 0.1083, -0.1314, 0.1167, 0.1060, -0.5067, 0.0949, 0.0804, 0.0795, 0.0624, 0.0760, 0.1013, 0.0589, -0.1568, 0.0798, -0.1666, -0.2453, -0.0441, -0.1349, -0.6537, 0.0652, -0.1427, 0.0517, 0.0944, 0.1291, 0.0445, 0.0140, -0.0270, 0.0435, -0.0428, 0.0871, 0.1200, 0.1668, 0.0784, 0.0517, -0.3401, 0.0924, 0.0910, 0.0411, -0.4435, -0.1305, 0.0713, -0.1945, 0.0874, 0.0647, 0.0323, -0.0585, -0.1510, 0.1166, 0.0769, -0.1210, -0.0820